Entry 1:
Here is a single C5H9N molecule at a distorted geometry from OMol25. Energies are from the ωB97M-V functional and the def2-TZVPD basis.

energy = -6818.874 eV
molar mass = 83.1 g/mol
SMILES = C#C[C@H](N)CC

Geometry as ORCA input:
```
! wB97M-V def2-TZVPD RIJCOSX def2/J DEFGRID3
* xyz 0 1
N -1.311 -0.015 1.017
C 0.296 0.124 -0.914
C -0.357 1.274 -1.618
C 0.123 0.197 0.668
C 0.931 -0.914 1.204
C 1.473 -1.937 1.622
H 1.313 0.083 -1.220
H -0.140 -0.838 -1.270
H 0.473 1.146 1.023
H -0.282 1.197 -2.743
H 0.059 2.220 -1.265
H 1.832 -2.885 2.060
H -1.385 0.061 2.023
H -1.561 -0.993 0.816
H -1.463 1.280 -1.404
*
```



Entry 2:
Here is a single C19H20N2O4 molecule from OMol25. Energies are from the ωB97M-V functional and the def2-TZVPD basis.

energy = -31197.566 eV
molar mass = 340.4 g/mol
SMILES = C=CCNC(=O)c1ccccc1NC(=O)COc1ccc(OC)cc1

Geometry as ORCA input:
```
! wB97M-V def2-TZVPD RIJCOSX def2/J DEFGRID3
* xyz 0 1
O -3.079 -0.369 -1.823
O -1.074 -1.068 0.351
O 1.497 -1.230 -2.076
O 5.993 0.357 0.713
N -4.041 -0.316 0.224
N -0.380 0.479 -1.157
C 4.825 -0.046 -1.275
C -0.448 -0.768 -0.642
C -4.602 -2.585 1.031
C 2.560 -0.852 0.096
C -4.861 -1.490 0.038
C 0.370 -1.783 -1.441
C -2.559 3.703 0.354
C 4.832 -0.050 0.122
C 3.690 -0.453 0.797
C -3.177 2.478 0.169
C -0.511 2.800 -0.505
C -3.499 -2.715 1.743
C -1.229 3.866 0.004
C 3.707 -0.444 -1.970
C -1.125 1.566 -0.679
C -2.474 1.400 -0.355
C -3.191 0.134 -0.720
C 2.561 -0.857 -1.289
C 6.067 0.346 2.117
H -5.919 -1.198 0.088
H 5.338 1.029 2.565
H 5.715 0.271 -1.793
H -0.274 -2.149 -2.247
H 3.652 -0.465 1.874
H -2.669 -2.038 1.635
H 3.697 -0.449 -3.048
H -3.969 0.048 1.161
H 0.636 -2.626 -0.792
H -5.414 -3.295 1.126
H 5.918 -0.661 2.520
H 0.531 2.914 -0.769
H 0.268 0.636 -1.918
H -4.658 -1.850 -0.977
H -4.225 2.363 0.403
H -3.119 4.533 0.757
H 7.073 0.686 2.361
H 1.687 -1.150 0.657
H -0.748 4.824 0.132
H -3.372 -3.528 2.438
*
```



Entry 3:
Here is a single C3H6N2O2 molecule from OMol25. Energies are from the ωB97M-V functional and the def2-TZVPD basis.

energy = -10283.548 eV
molar mass = 102.1 g/mol
SMILES = [H]/N=C/OCC(N)=O

Geometry as ORCA input:
```
! wB97M-V def2-TZVPD RIJCOSX def2/J DEFGRID3
* xyz 0 1
O -1.082 -0.392 -0.915
O -0.412 -1.779 1.919
N 0.683 1.038 -1.282
N 1.128 -0.202 1.346
C -1.134 -0.007 0.466
C -0.105 -0.769 1.312
C -0.189 0.215 -1.697
H -0.334 -0.108 -2.731
H -2.124 -0.306 0.808
H 1.864 -0.732 1.791
H 1.363 0.493 0.645
H -1.001 1.076 0.546
H 1.238 1.384 -2.059
*
```



Entry 4:
Here is 8 unconnected molecules or ions with the total composition C6H27NO7 at a distorted geometry from OMol25. Energies are from the ωB97M-V functional and the def2-TZVPD basis.

energy = -22480.872 eV
molar mass = 225.3 g/mol
SMILES = C=CC[C@H](C)NC.O.O.O.O.O.O.O

Geometry as ORCA input:
```
! wB97M-V def2-TZVPD RIJCOSX def2/J DEFGRID3
* xyz 0 1
O -4.641 -0.116 2.154
O -4.372 1.865 -0.003
O 2.308 1.808 -2.234
O 2.724 1.219 3.459
O -1.559 2.441 -2.779
O 3.017 -2.298 2.113
O -1.496 1.193 0.569
N 1.164 -0.204 0.180
C -1.862 -2.473 0.054
C 1.649 1.155 0.298
C 1.206 -0.860 -1.112
C 2.655 -1.191 -1.610
C 0.519 -2.222 -1.035
C -0.951 -2.034 -0.808
H -1.446 -1.514 -1.630
H 0.996 -3.073 -0.556
H 0.747 -0.180 -1.833
H -1.660 -3.214 0.823
H -1.414 3.146 -3.413
H -3.415 1.756 0.059
H 2.755 0.270 3.323
H 3.241 -0.288 -1.414
H -0.554 0.967 0.464
H -3.681 -0.075 2.188
H 1.667 1.515 1.317
H 2.226 -2.854 2.071
H 3.100 -1.908 -0.935
H -4.853 -0.261 1.226
H 2.030 1.672 2.987
H 1.051 1.859 -0.283
H -2.918 -2.276 -0.091
H 1.500 -0.771 0.945
H -4.635 1.702 0.912
H 3.531 -2.869 2.702
H 2.657 -1.251 -2.695
H 2.795 2.506 -2.683
H 1.493 1.682 -2.726
H 2.666 1.411 -0.023
H -2.054 2.824 -2.049
H -1.794 0.362 0.168
H 0.608 -2.608 -2.070
*
```



Entry 5:
Here is a single C18H26N2O4 molecule from OMol25. Energies are from the ωB97M-V functional and the def2-TZVPD basis.

energy = -30259.118 eV
molar mass = 334.4 g/mol
SMILES = CCCCOc1ccc(C(=O)NCC(=O)NC[C@@H]2CCCO2)cc1

Geometry as ORCA input:
```
! wB97M-V def2-TZVPD RIJCOSX def2/J DEFGRID3
* xyz 0 1
O 3.055 -0.996 -0.241
O 5.111 1.181 -1.314
O 1.598 2.254 1.278
O -3.485 -1.103 -0.569
N 1.981 2.085 -0.939
N 4.251 1.285 0.787
C 4.200 -2.488 1.143
C 3.639 -1.066 1.042
C 0.007 1.072 -0.036
C 3.288 2.710 -0.884
C -6.665 0.797 0.277
C -0.076 0.014 -0.940
C 3.854 -1.755 -1.137
C -7.767 -0.256 0.263
C -4.702 -0.815 0.092
C 1.260 1.836 0.178
C 4.748 0.001 1.209
C -2.388 -0.340 -0.337
C -5.429 0.385 -0.521
C -2.299 0.704 0.581
C -1.255 -0.682 -1.083
C 4.652 -2.769 -0.296
C -1.108 1.387 0.732
C 4.327 1.645 -0.511
H 5.721 -2.600 -0.410
H 0.796 -0.301 -1.492
H -1.332 -1.511 -1.769
H 3.470 1.662 1.318
H -6.377 1.007 1.309
H 3.524 3.138 -1.859
H 5.012 -2.558 1.862
H 5.601 -0.242 0.572
H 3.406 -3.174 1.437
H 1.743 1.596 -1.786
H -8.034 -0.514 -0.759
H -4.736 1.228 -0.572
H 4.521 -1.083 -1.691
H -4.534 -0.658 1.165
H 4.435 -3.793 -0.592
H -3.143 0.989 1.188
H 2.836 -0.862 1.757
H -7.450 -1.161 0.776
H -1.032 2.189 1.451
H -8.654 0.123 0.764
H -5.715 0.134 -1.545
H -7.056 1.723 -0.151
H -5.296 -1.723 -0.035
H 3.261 3.493 -0.122
H 3.171 -2.236 -1.842
H 5.065 0.048 2.252
*
```



Entry 6:
Here is 2 unconnected molecules or ions with the total composition C10H17N2OS at a distorted geometry from OMol25. Energies are from the ωB97M-V functional and the def2-TZVPD basis.

energy = -26495.338 eV
molar mass = 213.3 g/mol

Geometry as ORCA input:
```
! wB97M-V def2-TZVPD RIJCOSX def2/J DEFGRID3
* xyz 1 1
S 3.782 -1.295 0.379
O 3.540 -0.958 1.997
N -1.976 -0.896 -0.561
N 1.307 1.572 -0.598
C -0.803 -1.447 -0.853
C 3.755 1.108 -0.431
C -2.646 0.518 1.269
C 4.679 0.135 -0.097
C -4.064 -0.115 1.303
C -1.965 0.500 -0.091
C -0.621 -2.655 -1.536
C 2.419 0.770 -0.313
C 2.096 -0.503 0.132
C 1.364 2.809 -0.802
H 0.132 -2.543 -2.327
H -0.947 0.995 0.032
H 2.244 3.506 -0.681
H -4.388 0.485 0.416
H 4.008 2.115 -0.489
H -2.084 0.221 2.214
H 2.608 -0.666 2.198
H -4.417 0.162 2.323
H -1.539 -3.231 -1.966
H 0.357 3.263 -1.096
H -2.716 1.070 -0.705
H 5.705 0.147 0.159
H 0.148 -0.743 -0.749
H -2.919 -1.218 -0.806
H -0.139 -3.464 -0.847
H -4.063 -1.178 1.065
H -2.858 1.537 1.459
*
```



Entry 7:
Here is 9 unconnected molecules or ions with the total composition C54H83FINO29 at a distorted geometry from OMol25. Energies are from the ωB97M-V functional and the def2-TZVPD basis.

energy = -129020.668 eV
molar mass = 1356.1 g/mol
SMILES = C#CCc1cc(CCN)c2c(c1)C(=O)c1c(c(C[C@@H](C)I)c(COCCOCC)c(O)c1[C@@H](F)CC)C2=O.COC(=O)OC.COC(=O)OC.COC(=O)OC.COC(=O)OC.COC(=O)OC.COC(=O)OC.COC(=O)OC.COC(=O)OC

Geometry as ORCA input:
```
! wB97M-V def2-TZVPD RIJCOSX def2/J DEFGRID3
* xyz 0 1
I -2.240 2.623 -3.343
F -3.312 -1.660 4.982
O -8.383 -4.589 4.889
O -3.956 -5.620 -6.890
O -0.633 3.427 0.721
O 8.344 3.956 -1.739
O -2.164 -5.150 -5.578
O -0.414 -3.886 -13.440
O 7.748 3.446 0.390
O 0.517 4.068 9.074
O -2.430 -4.280 -7.655
O -8.037 -1.578 -3.315
O -6.486 -4.234 3.898
O 9.254 2.810 5.690
O -7.042 -1.809 -5.229
O -1.316 1.700 5.241
O -1.068 -2.530 -1.294
O -0.770 1.342 -7.160
O -2.621 -2.878 2.228
O 8.150 4.592 6.556
O -0.916 5.653 9.845
O -1.022 -2.523 -11.731
O -0.498 -0.861 -6.686
O -5.781 -1.821 -3.343
O 10.365 4.634 6.067
O -7.089 -2.867 5.604
O -2.312 -4.243 -12.454
O -1.605 4.291 8.303
O 0.238 -0.110 -8.583
O 6.306 4.456 -0.877
O 1.900 -4.276 -0.029
N 0.821 6.028 1.188
C 3.304 -3.976 -0.045
C 4.536 1.706 6.128
C -1.192 -3.583 -7.490
C -1.266 0.340 0.372
C 5.950 5.035 -2.132
C -0.383 0.238 -7.447
C 3.787 -3.021 1.139
C 9.154 4.065 6.146
C 3.057 3.113 4.587
C -1.229 -3.456 -12.466
C 0.111 6.107 10.724
C -1.423 -3.454 6.261
C -1.061 0.858 -1.100
C -5.277 -3.481 3.760
C -5.848 -1.986 -5.991
C 2.021 5.558 0.449
C -2.405 0.925 -1.965
C 7.548 3.953 -0.835
C -0.922 1.124 1.609
C -1.132 0.590 3.019
C -3.275 -3.898 -11.457
C -2.215 -2.026 -0.567
C -1.844 -1.047 0.624
C -0.560 4.614 9.073
C -2.068 -1.585 2.021
C -7.297 -3.801 4.871
C -2.785 -5.029 -6.603
C -0.670 1.528 4.220
C -1.718 -0.785 3.258
C 2.192 3.512 2.153
C -7.979 -1.492 -1.892
C 1.773 2.413 5.009
C -1.920 -1.385 4.713
C -4.460 -6.457 -5.849
C 0.431 0.967 -9.500
C 2.395 4.030 0.682
C 4.813 0.512 6.205
C 10.409 5.985 6.523
C -0.264 2.570 1.504
C -1.146 -0.644 -5.433
C 0.914 2.814 2.548
C 0.791 -3.133 -13.571
C -3.732 1.078 -1.113
C -1.366 3.190 7.421
C 8.028 2.078 5.717
C 1.177 -3.691 -1.122
C -6.845 -1.743 -3.905
C -9.342 -4.241 5.886
C 4.177 3.195 5.726
C 0.082 -2.711 -0.455
C 9.041 2.870 0.583
C 3.257 3.649 3.208
C -1.011 -2.689 4.919
C 0.708 2.273 3.958
H 3.826 3.767 6.629
H 3.495 3.857 0.428
H 2.960 6.176 0.643
H -0.582 0.064 -4.824
H -3.701 1.954 -0.383
H -5.359 -2.926 -5.729
H 1.826 3.308 0.005
H 1.790 5.683 -0.663
H 0.398 5.318 11.421
H 5.980 4.286 -2.925
H 3.851 -1.924 0.829
H 1.059 1.742 -9.057
H -2.275 3.018 6.850
H 0.072 -2.358 4.968
H 3.848 -4.969 0.121
H -6.129 -2.024 -7.043
H 3.230 -3.168 2.107
H -0.323 0.179 -1.632
H -10.172 -4.943 5.807
H -5.404 -6.879 -6.191
H 7.280 2.556 5.081
H 1.368 -3.570 -14.385
H 9.756 6.617 5.919
H -3.657 -2.890 -11.624
H -0.529 1.381 -9.815
H -2.796 -2.946 -0.213
H 0.571 -2.094 -13.820
H -2.844 -3.988 -10.458
H -4.105 -4.599 -11.539
H 5.102 3.637 5.238
H -2.455 -3.897 6.110
H 3.702 -3.566 -1.018
H -4.682 -3.538 4.671
H -4.059 0.141 -0.573
H 0.977 6.456 10.158
H -2.550 0.008 -2.626
H -2.893 -1.539 -1.342
H 1.636 2.002 6.054
H -9.723 -3.233 5.718
H 0.682 -4.490 -1.757
H 0.939 0.568 -10.377
H 10.134 6.044 7.578
H 11.433 6.340 6.413
H -0.608 1.899 -1.140
H -8.908 -4.328 6.884
H 4.871 -3.320 1.350
H -4.579 1.328 -1.839
H 8.225 1.081 5.326
H -2.100 -3.446 1.624
H -0.561 3.423 6.726
H -1.006 -3.012 -8.399
H 1.789 -3.038 -1.810
H 4.252 4.139 2.967
H -0.369 -4.288 -7.351
H 4.929 5.407 -2.047
H -7.385 -0.630 -1.582
H -0.289 6.945 11.295
H -1.597 -0.665 5.527
H -0.163 -3.199 0.551
H -2.170 -0.294 -5.583
H -0.706 -4.304 6.457
H -1.251 -2.892 -6.655
H 9.196 2.034 -0.101
H -1.138 2.286 7.989
H -1.398 -2.691 7.102
H 1.383 -3.193 -12.656
H 4.717 -0.600 6.344
H 9.820 3.623 0.454
H -5.496 -2.443 3.507
H -4.703 -3.920 2.946
H -1.106 -3.429 4.072
H -3.768 -7.275 -5.644
H -4.647 -5.875 -4.945
H -5.169 -1.144 -5.845
H 0.360 6.698 0.553
H 9.088 2.495 1.604
H 7.659 1.982 6.739
H -1.182 -1.599 -4.907
H 6.605 5.875 -2.369
H 1.096 6.610 1.996
H 0.636 -1.720 -0.309
H -8.996 -1.359 -1.526
H -7.575 -2.412 -1.466
*
```



What is the formula in the seventh record?
C54H83FINO29